(1)
{"formula": "C2H3NO2S2", "method": "ωB97M-V/def2-TZVPD", "fmax_ev_per_a": 5.26, "orbital_gap_ev": 9.804, "e_above_lowest_ev": 2.383, "total_charge": 0, "homo_energy_ev": -9.76, "energy_ha": -1079.53321, "smiles": "O=S1(=O)C=NCS1", "species": ["O", "S", "O", "C", "N", "C", "S", "H", "H", "H"], "xyz": [[-2.1901, -0.9955, -0.5857], [-0.9840, -1.0529, 0.2284], [-1.0117, -1.9082, 1.3938], [-0.5014, 0.8488, 0.8315], [0.4426, 1.2260, 0.1656], [1.1138, 0.4914, -0.7198], [0.7434, -1.2831, -0.8921], [-1.0079, 1.0859, 1.7964], [1.2165, 0.9852, -1.7312], [2.1787, 0.6024, -0.4868]]}

(2)
{"formula": "C12H6NO5Pr", "method": "ωB97M-V/def2-TZVPD", "fmax_ev_per_a": 5.48, "orbital_gap_ev": [5.761, 6.177], "e_above_lowest_ev": 1.375, "multiplicity": 3, "total_charge": 2, "homo_energy_ev": [-14.62, -14.73], "energy_ha": -1408.12275, "species": ["O", "C", "Pr", "C", "O", "C", "O", "C", "O", "C", "O", "H", "N", "C", "C", "C", "C", "C", "C", "C", "H", "H", "H", "H", "H"], "xyz": [[-0.8228, 1.9046, -5.5592], [-0.4691, 1.8691, -4.4501], [0.0404, 2.4287, -2.0095], [-1.9438, 2.0381, -0.3056], [-2.7554, 1.6657, 0.4238], [-1.6525, -0.9065, -3.2958], [-0.6454, -1.3320, -2.7082], [1.8797, 1.1855, -3.3113], [2.7449, 0.6603, -3.8618], [-1.9234, 0.5864, -3.1852], [-2.9599, 1.1648, -2.9659], [-2.4097, -1.5526, -3.8336], [0.6372, 0.7418, -0.5564], [0.7184, 0.0163, 0.3688], [0.8145, -0.5734, 1.6366], [-0.3004, -1.1836, 2.2472], [-0.2462, -1.4779, 3.6061], [0.9055, -1.2066, 4.3469], [2.0258, -0.6509, 3.7302], [1.9889, -0.3477, 2.3750], [-1.1910, -1.3664, 1.6403], [-1.1238, -1.9145, 4.0735], [0.9178, -1.4281, 5.4122], [2.9221, -0.4284, 4.3031], [2.8482, 0.1071, 1.8791]]}

(3)
{"formula": "C28H37BrN6O3PSTi", "method": "ωB97M-V/def2-TZVPD", "fmax_ev_per_a": 1.16, "orbital_gap_ev": [7.963, 8.145], "e_above_lowest_ev": 1.051, "multiplicity": 2, "total_charge": 2, "homo_energy_ev": [-13.97, -13.97], "energy_ha": -5806.15196, "species": ["Ti", "C", "N", "C", "C", "N", "C", "S", "C", "C", "C", "C", "C", "N", "H", "H", "H", "H", "H", "H", "H", "H", "H", "Br", "C", "C", "C", "C", "C", "C", "C", "O", "O", "H", "H", "H", "H", "O", "P", "N", "C", "C", "C", "C", "N", "C", "C", "C", "C", "N", "C", "C", "C", "C", "H", "H", "H", "H", "H", "H", "H", "H", "H", "H", "H", "H", "H", "H", "H", "H", "H", "H", "H", "H", "H", "H", "H", "H"], "xyz": [[-0.1174, 1.2737, -0.9404], [4.8829, 1.5943, 0.2294], [3.7844, 2.5680, 0.1824], [3.7712, 3.7632, 0.8871], [2.6403, 4.4034, 0.5711], [1.9545, 3.6037, -0.3520], [2.6779, 2.4539, -0.5578], [2.2826, 1.0651, -1.4840], [0.8883, 4.1110, -1.1760], [0.6324, 5.4655, -1.2055], [-0.3070, 5.9338, -2.1093], [-0.9283, 5.0449, -2.9691], [-0.6409, 3.7076, -2.8271], [0.2300, 3.2234, -1.9217], [5.3961, 1.7113, 1.1796], [5.5727, 1.7768, -0.5912], [4.4720, 0.5918, 0.1482], [4.5678, 4.0387, 1.5565], [2.2557, 5.3385, 0.9307], [1.1723, 6.1587, -0.5814], [-0.5289, 6.9919, -2.1525], [-1.6430, 5.3680, -3.7115], [-1.1379, 2.9735, -3.4469], [-4.6971, -2.8184, -3.1837], [-4.0699, -1.1839, -2.5174], [-2.8788, -0.6697, -2.9955], [-2.3882, 0.5179, -2.4688], [-3.0890, 1.1852, -1.4651], [-4.3151, 0.6844, -1.0391], [-4.8080, -0.5005, -1.5582], [-2.5654, 2.4009, -0.7502], [-3.0614, 3.4778, -0.7757], [-1.4088, 2.1303, -0.0132], [-2.3443, -1.1802, -3.7848], [-1.4720, 0.9006, -2.9247], [-4.8805, 1.2247, -0.2899], [-5.7587, -0.8925, -1.2231], [-0.4012, -0.5703, -0.6617], [0.0117, -1.6497, 0.4008], [-1.2435, -1.8596, 1.3827], [-2.4077, -0.9458, 1.5374], [-3.0403, -1.3905, 2.8587], [-1.8788, -1.9816, 3.6534], [-1.0884, -2.7227, 2.5848], [1.3530, -1.0999, 1.1485], [1.2172, 0.0209, 2.1048], [2.4941, -0.0362, 2.9400], [2.8527, -1.5188, 2.9320], [2.5278, -1.9400, 1.5059], [0.3955, -3.0670, -0.2649], [-0.6275, -4.1484, -0.4438], [-0.1328, -4.9186, -1.6671], [0.6318, -3.8739, -2.4724], [1.3776, -3.1156, -1.3856], [-3.0872, -1.0559, 0.6949], [-2.0795, 0.0931, 1.5802], [-3.7927, -2.1592, 2.6759], [-3.5289, -0.5605, 3.3652], [-2.2054, -2.6480, 4.4495], [-1.2745, -1.1913, 4.1037], [-1.5232, -3.7047, 2.3913], [-0.0337, -2.8661, 2.8297], [0.3271, -0.1066, 2.7256], [1.1201, 0.9891, 1.5986], [2.3443, 0.3782, 3.9352], [3.2870, 0.5381, 2.4544], [2.2303, -2.0638, 3.6449], [3.8942, -1.7051, 3.1883], [2.2910, -2.9962, 1.4041], [3.3574, -1.7161, 0.8294], [-1.6112, -3.7111, -0.6189], [-0.6789, -4.7728, 0.4451], [-0.9580, -5.3709, -2.2128], [0.5458, -5.7169, -1.3622], [-0.0611, -3.2028, -2.9866], [1.3040, -4.3067, -3.2109], [1.6794, -2.1089, -1.6783], [2.2724, -3.6547, -1.0688]]}

(4)
{"formula": "C5H10NO2", "method": "ωB97M-V/def2-TZVPD", "fmax_ev_per_a": 1.43, "orbital_gap_ev": 6.702, "e_above_lowest_ev": 3.021, "total_charge": -1, "homo_energy_ev": -2.87, "energy_ha": -401.71581, "smiles": "CN[C@H](C[O-])CC=O", "species": ["C", "N", "C", "C", "O", "C", "C", "O", "H", "H", "H", "H", "H", "H", "H", "H", "H", "H"], "xyz": [[1.3003, -0.5549, -2.2312], [-0.0031, -0.5076, -1.6224], [-0.1916, -0.5584, -0.2247], [-1.7176, 0.0815, 0.0032], [-2.2088, 0.6330, -1.0916], [0.8259, 0.2956, 0.6034], [0.5703, 0.1627, 2.0582], [1.3198, 0.5266, 2.9431], [1.7486, -1.5379, -2.0369], [1.9900, 0.2383, -1.9151], [1.1937, -0.4304, -3.3115], [-0.7270, 0.0386, -2.0820], [-0.0331, -1.5915, 0.1319], [-1.5284, 0.8050, 0.8267], [-2.3044, -0.7959, 0.3740], [1.8488, -0.0548, 0.4170], [0.7782, 1.3410, 0.2830], [-0.3936, -0.3150, 2.3267]]}

(5)
{"formula": "C4H7NO2S", "method": "ωB97M-V/def2-TZVPD", "fmax_ev_per_a": 3.85, "orbital_gap_ev": 8.246, "e_above_lowest_ev": 4.515, "total_charge": 0, "homo_energy_ev": -9.20, "energy_ha": -759.91062, "smiles": "CC(=S)/C(CO)=N\\O", "species": ["C", "C", "S", "C", "C", "O", "N", "O", "H", "H", "H", "H", "H", "H", "H"], "xyz": [[-1.4449, 1.2670, 0.9186], [-0.2345, 0.6998, 0.1530], [0.8420, 1.7458, -0.4643], [-0.0840, -0.7261, 0.0592], [1.1625, -1.2927, 0.7008], [2.2618, -1.2022, -0.1429], [-1.0459, -1.5914, -0.2810], [-2.1360, -0.8465, -0.6334], [-1.3753, 2.4018, 0.6135], [-2.3811, 1.0755, 0.4539], [-1.4759, 1.2104, 2.0997], [0.9448, -2.3382, 0.8528], [1.3885, -0.7897, 1.7375], [2.3069, -0.2269, -0.4343], [-2.9579, -1.4255, -0.7060]]}

(6)
{"formula": "C22H31F2N3O2", "method": "ωB97M-V/def2-TZVPD", "fmax_ev_per_a": 14.92, "orbital_gap_ev": 8.983, "e_above_lowest_ev": 20.989, "total_charge": 0, "homo_energy_ev": -8.38, "energy_ha": -1370.66028, "species": ["C", "N", "C", "O", "C", "H", "H", "C", "N", "C", "H", "H", "C", "N", "C", "O", "H", "H", "H", "C", "C", "C", "C", "C", "C", "C", "H", "H", "H", "F", "F", "H", "H", "H", "C", "H", "C", "C", "C", "C", "C", "H", "H", "C", "H", "H", "C", "H", "H", "H", "H", "H", "H", "H", "H", "H", "H", "H", "H", "H"], "xyz": [[3.6600, 2.2780, 0.4236], [3.1845, 1.1807, 1.0930], [1.9045, 1.2347, 1.4600], [1.3675, 0.2173, 2.1772], [0.8119, 2.0352, 0.8409], [1.2267, 2.9894, 0.6106], [0.1111, 2.4101, 2.0225], [-0.2045, 1.5813, -0.1690], [-1.6221, 1.9570, -0.0114], [-1.7637, 3.2664, -0.2705], [-1.2001, 4.2092, 0.2982], [-2.9417, 3.6716, -0.1396], [-1.5503, 3.2493, -1.8788], [-0.2676, 2.9504, -2.0721], [0.3510, 1.8877, -1.5528], [1.3152, 1.3715, -1.7266], [0.0999, 2.8849, -2.9863], [-2.4089, 2.8385, -2.2083], [-1.4858, 4.5861, -2.1435], [-2.2569, 1.4595, 1.3865], [-2.5077, -0.0703, 1.0027], [-3.6106, -0.4053, 0.4246], [-3.7183, -1.7405, 0.1215], [-2.9670, -2.7463, 0.8495], [-1.8726, -2.1983, 1.2481], [-1.5658, -0.9950, 1.6858], [-0.8150, -0.8786, 2.3123], [-1.1923, -2.9320, 1.9333], [-3.1738, -3.8795, 0.6123], [-4.6870, -2.2987, -0.6589], [-4.2837, 0.5144, -0.3781], [-1.6839, 1.5522, 2.0657], [-3.1589, 1.9602, 1.3850], [-0.1491, 0.3457, 0.0527], [3.8795, 0.0256, 1.4569], [3.3483, -0.4307, 2.0351], [4.6022, -0.5680, 0.0732], [3.6025, -1.1660, -0.5003], [2.9597, -2.4697, -0.2968], [1.4201, -2.2350, 0.2714], [0.7941, -2.3154, -0.9505], [0.4731, -1.1189, -1.1562], [-0.3878, -2.6865, -0.9531], [1.4663, -3.1360, -2.1599], [0.8444, -3.7659, -2.6765], [1.9272, -2.3870, -3.0175], [2.8703, -3.5925, -1.4425], [2.7662, -4.6383, -1.0567], [3.6735, -3.4181, -2.2592], [1.1163, -3.2034, 0.7623], [1.4211, -1.4711, 0.7973], [3.6369, -2.9199, 0.4050], [4.3555, -1.3024, -1.7843], [2.8929, -0.5449, -0.9068], [5.3143, 0.0898, -0.1578], [5.2860, -1.2547, 0.8358], [4.6692, 0.4080, 2.0582], [3.1818, 2.2694, -0.6422], [3.4005, 3.3385, 0.8143], [4.8376, 2.1573, 0.6390]]}